No. 1
{"formula": "C9H21AlNO3V", "method": "wB97M-V/def2-TZVPD", "homo_ev": -8.17, "orbital_gap_ev": 2.545, "multiplicity": 1, "de_lowest_kj_mol": 188.47, "symbols": ["C", "C", "Al", "C", "C", "C", "N", "O", "C", "C", "C", "C", "H", "H", "H", "H", "H", "H", "H", "H", "H", "H", "H", "H", "H", "H", "H", "H", "H", "H", "H", "H", "H", "O", "V", "O"], "positions_angstrom": [[0.4501, -3.1778, 0.7393], [1.1769, -2.1464, -0.2690], [0.2945, -0.3056, -0.0624], [-1.6885, -0.2533, -0.6919], [-2.4292, 0.7634, 0.3324], [-3.9548, 1.0598, -0.0523], [-4.5868, 2.2439, 0.6289], [-4.5774, 0.3693, -0.9001], [1.2377, 1.1959, -1.1420], [1.4302, 2.4665, -0.1734], [2.3872, 3.5991, -0.8619], [2.2014, 1.9606, 1.1525], [0.9553, -3.0623, 1.7674], [-0.6585, -2.8895, 0.7656], [0.6342, -4.2296, 0.2899], [2.2689, -2.0686, 0.1050], [1.2205, -2.5162, -1.3534], [0.2375, 0.0057, 1.5140], [-2.1684, -1.2868, -0.7369], [-1.7401, 0.2635, -1.7249], [-2.2876, 0.3279, 1.3813], [-1.8693, 1.7688, 0.2138], [-3.9914, 3.0360, 0.3017], [-4.2855, 2.1243, 1.6200], [2.2145, 0.7480, -1.5243], [0.5877, 1.4748, -2.0392], [0.4245, 2.9043, 0.1441], [1.7888, 4.2603, -1.5686], [2.8377, 4.1960, 0.0132], [3.2328, 3.0223, -1.3634], [2.9652, 2.7186, 1.5596], [1.4346, 1.7824, 1.9779], [2.7172, 0.9700, 0.9243], [1.8647, -6.0648, 0.0156], [0.5048, -7.1015, -0.3215], [-0.8292, -8.1594, -0.6614]], "forces_ev_per_angstrom": [[0.2, 2.2, -0.5], [2.5, -2.8, 0.7], [-1.7, 0.3, 0.2], [-0.7, 1.4, -0.2], [0.4, -0.6, -1.2], [-1.1, -2.0, -1.9], [1.7, -1.1, -0.3], [2.3, 2.8, 3.3], [0.5, 1.3, -1.2], [1.1, -0.6, 0.6], [-0.5, -0.8, 0.7], [-0.4, 0.2, 0.3], [-1.1, -0.4, -1.6], [1.3, -1.0, 0.2], [-0.1, 0.8, 0.4], [-1.6, 0.0, -0.8], [-0.4, 0.9, 1.3], [0.0, -0.4, 0.0], [0.5, 1.4, 0.1], [0.0, -1.1, 1.4], [-0.5, 1.1, -1.2], [-0.9, -1.4, 0.6], [-0.7, -0.5, 0.3], [-0.3, 0.3, -0.7], [-1.1, 0.8, 0.6], [0.8, -0.6, 1.1], [1.3, -0.5, -0.6], [1.0, -0.9, 0.8], [-0.8, -0.6, -1.5], [-1.1, 1.1, 0.4], [-1.1, -1.1, -0.8], [1.2, 0.1, -1.1], [-0.5, 1.3, 0.5], [-1.9, -1.7, -0.6], [-1.5, 0.2, -0.1], [3.3, 2.1, 0.7]]}



No. 2
{"formula": "C2F2N2", "method": "wB97M-V/def2-TZVPD", "homo_ev": -12.64, "smiles": "N#C/C(F)=N/F", "orbital_gap_ev": 12.385, "multiplicity": 1, "de_lowest_kj_mol": 121.03, "symbols": ["C", "C", "N", "N", "F", "F"], "positions_angstrom": [[-1.1150, 0.0256, 0.6500], [0.2672, -0.0971, -0.4851], [-2.1000, 0.2590, 1.1876], [1.2909, 0.1676, 0.1493], [-0.0633, -0.5375, -1.6411], [2.5556, 0.0589, -0.4682]], "forces_ev_per_angstrom": [[3.6, 0.0, -3.8], [-4.5, -0.3, 3.2], [-0.1, -0.1, 0.3], [2.4, 0.5, 1.0], [0.3, 0.0, -0.4], [-1.7, -0.1, -0.3]]}



No. 3
{"formula": "C37H30F5IN3O3PV", "method": "wB97M-V/def2-TZVPD", "charge": 1, "homo_ev": [-10.56, -10.57], "orbital_gap_ev": [7.689, 7.606], "multiplicity": 3, "de_lowest_kj_mol": 130.28, "symbols": ["V", "I", "C", "C", "C", "C", "C", "C", "C", "C", "C", "P", "C", "C", "C", "C", "C", "C", "C", "C", "C", "C", "C", "C", "C", "H", "H", "H", "H", "H", "H", "H", "H", "H", "H", "H", "H", "H", "H", "H", "H", "C", "C", "O", "C", "C", "C", "C", "C", "C", "O", "H", "H", "H", "H", "H", "H", "H", "F", "C", "F", "C", "F", "F", "F", "C", "N", "C", "C", "C", "N", "C", "O", "N", "H", "H", "H", "H", "H", "H", "H"], "positions_angstrom": [[-0.0733, 0.2373, -0.6085], [-2.6357, 0.9901, 0.2130], [-2.1180, 1.9757, 2.0006], [-2.7495, 3.1909, 2.1123], [-2.6746, 3.9538, 3.2899], [-2.0105, 3.4408, 4.3579], [-1.3521, 2.1940, 4.2755], [-0.7362, 1.6983, 5.4482], [-0.0949, 0.4982, 5.4456], [0.0242, -0.1929, 4.2357], [-0.5225, 0.2568, 3.0590], [0.0254, -0.7423, 1.6237], [-0.7202, -2.3738, 1.9025], [-1.9421, -2.6750, 1.3057], [-2.5622, -3.8852, 1.5607], [-1.9672, -4.8074, 2.4037], [-0.7458, -4.5178, 2.9971], [-0.1235, -3.3073, 2.7496], [1.8170, -0.9412, 1.8765], [2.5874, 0.1084, 2.3771], [3.9697, 0.0210, 2.3690], [4.5921, -1.1086, 1.8603], [3.8298, -2.1451, 1.3423], [2.4488, -2.0577, 1.3343], [-1.3217, 1.4450, 3.0605], [-3.3416, 3.5631, 1.2918], [-3.1722, 4.9054, 3.3446], [-1.9756, 3.9718, 5.2962], [-0.8021, 2.2900, 6.3477], [0.3538, 0.0992, 6.3410], [0.6156, -1.0992, 4.2310], [-2.4057, -1.9754, 0.6215], [-3.5025, -4.1135, 1.0835], [-2.4468, -5.7556, 2.5911], [-0.2745, -5.2355, 3.6488], [0.8327, -3.1037, 3.2100], [2.1111, 0.9967, 2.7754], [4.5587, 0.8321, 2.7681], [5.6684, -1.1817, 1.8693], [4.3088, -3.0235, 0.9413], [1.8655, -2.8568, 0.8990], [3.9645, 0.2163, -1.7666], [2.6062, 0.7505, -1.4192], [1.7843, -0.0775, -0.9935], [2.2746, 2.1541, -1.5334], [3.1139, 3.0262, -2.2567], [2.8158, 4.3668, -2.3745], [1.6803, 4.8741, -1.7407], [0.8554, 4.0590, -1.0012], [1.1330, 2.6895, -0.8878], [0.3471, 1.9554, -0.1454], [4.0405, -0.8091, -1.4142], [4.7534, 0.8280, -1.3319], [4.0944, 0.2267, -2.8492], [3.9901, 2.6329, -2.7394], [3.4545, 5.0222, -2.9453], [1.4484, 5.9246, -1.8267], [-0.0135, 4.4474, -0.4948], [0.8755, -1.9019, -2.7724], [-0.4817, -2.2323, -2.7118], [-0.8672, -1.4640, -1.3016], [-0.5789, -3.6686, -2.1314], [0.1297, -3.8959, -1.0159], [-0.1384, -4.5465, -3.0620], [-1.8447, -3.9953, -1.8527], [0.0040, 0.4380, -5.1066], [-1.3324, 0.2732, -4.5742], [-2.3205, -0.2586, -5.3330], [-3.5407, -0.5305, -4.8115], [-3.7270, -0.2219, -3.4347], [-2.7531, 0.2899, -2.6905], [-1.5382, 0.4735, -3.2247], [-0.5754, 0.8910, -2.5521], [-4.9069, -0.4316, -2.8511], [-0.0606, 0.4239, -6.1926], [0.6338, -0.3769, -4.7523], [0.4093, 1.3943, -4.7696], [-2.0732, -0.4468, -6.3674], [-4.3221, -0.9505, -5.4131], [-5.6651, -0.8672, -3.3482], [-5.0072, -0.2523, -1.8631]], "forces_ev_per_angstrom": [[-1.3, 0.0, -1.2], [-0.1, 0.1, 0.2], [-0.2, 0.2, 0.1], [0.1, -0.2, 0.0], [0.1, -0.2, 0.0], [-0.1, 0.1, -0.1], [0.1, 0.0, 0.1], [0.1, -0.2, -0.1], [-0.1, 0.2, 0.1], [0.1, -0.1, 0.0], [0.0, -0.1, -0.1], [0.0, -0.1, 0.5], [0.0, 0.0, -0.1], [0.0, 0.1, -0.1], [0.0, 0.0, 0.0], [0.1, 0.0, 0.0], [-0.1, 0.0, -0.1], [-0.1, 0.0, 0.0], [0.0, 0.1, 0.0], [-0.1, 0.0, 0.0], [0.0, 0.0, 0.0], [0.0, 0.0, 0.0], [0.0, 0.1, 0.0], [0.0, 0.0, 0.0], [0.0, 0.0, 0.0], [-0.1, 0.0, -0.1], [-0.1, 0.2, 0.0], [0.0, 0.1, 0.1], [0.0, 0.1, 0.1], [0.0, 0.0, 0.1], [0.0, 0.0, 0.0], [0.1, -0.1, 0.1], [-0.1, 0.0, 0.0], [0.0, -0.1, 0.0], [0.1, -0.1, 0.1], [0.1, 0.0, 0.0], [0.0, 0.0, 0.0], [0.1, 0.1, 0.0], [0.1, 0.0, 0.0], [0.1, -0.1, -0.1], [-0.1, -0.1, 0.0], [-0.1, 0.1, 0.0], [0.5, 0.3, 0.0], [0.2, -0.5, 0.0], [0.2, 0.2, -0.2], [-0.3, 0.3, 0.1], [0.2, -0.4, 0.0], [-0.1, -0.1, 0.1], [0.2, 0.0, -0.1], [0.6, 0.5, -0.4], [-0.4, -0.1, 0.7], [0.0, 0.0, 0.0], [0.0, 0.0, 0.0], [0.0, 0.0, -0.1], [0.2, -0.1, -0.1], [0.1, 0.0, -0.1], [0.0, 0.1, 0.0], [-0.1, 0.0, 0.1], [-0.9, -0.7, 0.3], [0.2, 0.2, -0.3], [0.3, -0.2, 0.2], [0.4, 0.0, -0.4], [0.3, 0.0, 0.3], [-0.1, 0.4, 0.1], [-0.2, 0.3, 0.0], [0.3, 0.2, -0.1], [-0.5, -0.1, 0.2], [-0.3, 0.0, 0.3], [0.5, 0.2, 0.0], [0.4, 0.0, -0.2], [0.0, -0.2, -0.1], [-0.8, -0.1, -0.6], [0.9, 0.0, 0.8], [-0.4, -0.1, 0.3], [0.1, 0.0, 0.0], [0.1, 0.0, 0.0], [0.0, -0.2, -0.1], [0.0, 0.0, 0.0], [-0.2, -0.1, -0.1], [0.1, 0.1, 0.1], [0.0, 0.0, -0.2]]}



No. 4
{"formula": "C2ClFNO3S", "method": "wB97M-V/def2-TZVPD", "charge": -1, "homo_ev": [-3.69, -4.51], "orbital_gap_ev": [5.879, 7.337], "multiplicity": 1, "de_lowest_kj_mol": 247.85, "symbols": ["C", "C", "N", "O", "O", "O", "F", "S", "Cl"], "positions_angstrom": [[1.5396, -0.2120, -0.2170], [1.1164, 0.8310, 0.5189], [1.7110, -1.1134, -0.9158], [-1.1318, -1.8871, -0.5641], [-1.9784, 0.2389, -1.3268], [-2.4398, -0.4290, 1.0530], [1.5458, 0.7566, 1.8410], [-1.6354, -0.5936, -0.1930], [1.2727, 2.4086, -0.1960]], "forces_ev_per_angstrom": [[0.5, -1.7, -1.6], [-1.6, 1.1, 1.9], [0.7, -0.7, -0.4], [0.1, -0.2, 0.8], [0.0, 0.3, 0.6], [1.6, -0.4, -2.1], [-0.2, 0.5, -0.5], [-1.1, 0.9, 1.1], [0.0, 0.0, 0.3]]}



No. 5
{"formula": "C4H6O2", "method": "wB97M-V/def2-TZVPD", "homo_ev": -9.63, "smiles": "C[C@@H]1OCC1=O", "orbital_gap_ev": 10.504, "multiplicity": 1, "de_lowest_kj_mol": 241.62, "symbols": ["C", "C", "C", "C", "H", "H", "H", "H", "H", "H", "O", "O"], "positions_angstrom": [[1.2545, -0.7666, 0.3197], [0.2935, -0.1995, -0.6791], [-0.9994, 1.1781, 0.2285], [-1.1888, -0.2276, -0.0958], [2.2521, -0.6861, -0.2521], [1.3038, -0.1568, 1.3365], [1.0504, -1.9316, 0.3647], [0.4783, -0.6015, -1.7453], [-0.9635, 1.4000, 1.3095], [-1.7201, 1.8737, -0.1716], [0.2735, 1.1844, -0.4578], [-2.0345, -1.0664, -0.1571]], "forces_ev_per_angstrom": [[2.0, -1.9, -0.2], [-1.4, -1.5, 0.6], [0.2, 1.7, 1.0], [1.2, -2.6, -2.4], [-1.0, -0.1, 1.5], [-0.3, -1.7, -2.2], [0.5, 2.3, 0.6], [-0.4, 0.9, 1.5], [0.4, -0.1, -0.2], [-0.3, 0.2, -0.5], [-0.6, 2.2, -0.3], [-0.3, 0.5, 0.7]]}



No. 6
{"formula": "C29H52BClN3O9PS", "method": "wB97M-V/def2-TZVPD", "homo_ev": -8.98, "orbital_gap_ev": 8.005, "multiplicity": 1, "symbols": ["C", "C", "C", "C", "C", "C", "C", "C", "C", "C", "C", "C", "N", "C", "N", "C", "C", "C", "C", "C", "C", "C", "C", "C", "O", "C", "P", "S", "N", "C", "C", "Cl", "H", "H", "H", "H", "H", "H", "H", "H", "H", "H", "H", "H", "H", "H", "H", "H", "H", "H", "H", "H", "H", "H", "H", "H", "H", "H", "H", "H", "H", "H", "H", "H", "H", "H", "H", "H", "H", "H", "H", "H", "H", "H", "H", "H", "H", "H", "H", "H", "H", "H", "H", "H", "B", "O", "C", "O", "C", "O", "O", "O", "C", "O", "C", "O", "O"], "positions_angstrom": [[-2.6902, 0.0234, 4.5317], [-1.7858, 1.2608, 4.6044], [-1.5484, 1.8947, 3.2397], [-2.8384, 2.4263, 2.5983], [-2.5684, 3.2965, 1.3550], [-2.9896, 4.7618, 1.5641], [-2.3695, 5.7985, 0.6047], [-1.8056, 5.2306, -0.6964], [-0.2976, 4.9745, -0.6744], [0.1632, 4.0211, -1.7839], [1.2466, 3.0285, -1.3640], [0.6826, 1.6996, -0.8778], [1.5297, 1.0621, 0.1283], [1.8239, -0.2228, -0.2769], [2.3602, -1.1165, 0.5245], [2.6451, -2.5006, 0.0591], [1.4340, -3.2346, -0.5307], [0.0689, -2.8836, 0.0744], [-1.0371, -2.7951, -0.9767], [-2.4377, -2.7063, -0.3630], [-3.4536, -1.9774, -1.2416], [-3.0948, -0.5103, -1.5162], [-4.2897, 0.3682, -1.9373], [-4.2098, 0.8896, -3.3712], [-4.7815, -0.0072, -4.3049], [-6.1363, 0.2602, -4.5990], [2.7884, -0.6834, 2.2042], [2.5842, -2.0368, 3.5229], [1.4749, -0.4764, -1.5830], [2.5972, -0.7128, -2.5216], [0.4826, 0.5495, -1.9244], [0.4480, 1.0370, -3.6183], [-3.7445, 0.3013, 4.5914], [-2.5160, -0.5406, 3.6111], [-2.4958, -0.6467, 5.3727], [-2.2500, 2.0132, 5.2519], [-0.8314, 0.9892, 5.0627], [-0.8389, 2.7280, 3.3230], [-1.1104, 1.1671, 2.5422], [-3.4522, 1.5715, 2.3017], [-3.3845, 3.0202, 3.3392], [-1.4936, 3.2675, 1.1262], [-3.0927, 2.8679, 0.4958], [-2.7325, 5.0290, 2.5941], [-4.0802, 4.8124, 1.4870], [-1.5933, 6.3682, 1.1260], [-3.1567, 6.5124, 0.3485], [-2.3495, 4.3370, -1.0198], [-1.9673, 5.9832, -1.4774], [0.0395, 4.6195, 0.3082], [0.1835, 5.9462, -0.8271], [0.5692, 4.6016, -2.6173], [-0.7110, 3.4915, -2.1784], [1.9384, 2.8827, -2.1995], [1.8281, 3.4592, -0.5388], [-0.3272, 1.8789, -0.4952], [2.3731, 1.5648, 0.3867], [3.1202, -3.0749, 0.8503], [3.4278, -2.4181, -0.6964], [1.4057, -3.1112, -1.6176], [1.6356, -4.2914, -0.3370], [0.0987, -1.9428, 0.6361], [-0.2267, -3.6552, 0.7924], [-0.8299, -1.9599, -1.6561], [-0.9733, -3.7055, -1.5850], [-2.7988, -3.7321, -0.2354], [-2.4028, -2.2365, 0.6270], [-3.6029, -2.5101, -2.1871], [-4.4198, -1.9881, -0.7244], [-2.3475, -0.4646, -2.3176], [-2.6230, -0.0977, -0.6140], [-5.2310, -0.1759, -1.8160], [-4.3315, 1.2404, -1.2758], [-4.7014, 1.8695, -3.4464], [-3.1661, 1.0347, -3.6705], [-6.6993, 0.5270, -3.6962], [-6.5655, -0.6451, -5.0277], [-6.2215, 1.0721, -5.3312], [4.0403, -0.0996, 2.0162], [1.9096, 0.3880, 2.3629], [3.0528, 0.2326, -2.8217], [3.3314, -1.3703, -2.0688], [2.2100, -1.2103, -3.4091], [-0.5180, 0.1509, -1.7665], [7.2922, -5.1484, 1.2590], [7.7862, -5.8822, 0.1019], [8.9355, -6.4850, 0.4158], [9.5981, -7.1642, -0.3074], [9.2467, -6.1346, 1.8918], [10.1953, -6.4940, 2.5193], [8.2560, -5.3535, 2.3289], [7.1183, -3.6971, 0.9452], [5.8782, -3.3478, 1.1169], [5.4113, -2.2467, 0.9228], [5.0848, -4.5997, 1.5838], [3.9005, -4.6187, 1.8234], [5.9244, -5.5979, 1.6488]], "forces_ev_per_angstrom": [[0.1, 0.1, 0.3], [0.0, -0.2, -0.1], [-0.2, 0.3, -0.2], [0.3, -0.1, -0.2], [0.1, 0.1, 0.2], [0.1, -0.2, 0.0], [-0.3, -0.1, 0.0], [0.1, 0.5, -0.3], [0.0, 0.0, 0.0], [0.1, 0.2, -0.3], [0.2, 0.0, -0.1], [-0.2, 0.3, -0.5], [-0.1, -0.4, -0.2], [0.5, -0.3, 0.0], [0.4, 0.4, -0.1], [0.1, 0.0, -0.6], [0.0, -0.1, 0.2], [-0.3, -0.1, 0.0], [0.2, -0.2, 0.0], [-0.1, -0.2, -0.5], [-0.1, 0.2, 0.2], [-0.1, -0.2, -0.2], [0.3, 0.3, 0.1], [-0.2, 0.2, -0.1], [0.2, -0.2, 0.0], [0.0, 0.0, 0.0], [-0.3, -0.6, 0.4], [0.1, 0.0, -0.2], [0.1, 0.3, 0.2], [-0.3, -0.3, -0.3], [-0.5, 0.1, 0.3], [0.2, 0.1, 0.0], [0.0, -0.1, -0.2], [0.0, 0.0, 0.0], [0.0, 0.0, -0.1], [0.1, -0.1, 0.0], [0.0, 0.0, -0.1], [0.0, -0.1, 0.1], [0.1, 0.0, 0.1], [-0.2, 0.1, 0.2], [-0.1, -0.2, 0.0], [-0.1, -0.1, 0.0], [0.1, 0.1, 0.0], [-0.1, 0.0, -0.1], [0.1, 0.0, 0.1], [0.0, 0.0, -0.1], [0.1, 0.1, 0.1], [0.0, 0.1, 0.1], [-0.1, -0.2, -0.1], [-0.2, -0.1, -0.1], [0.1, -0.1, 0.2], [-0.2, 0.0, 0.0], [0.2, -0.1, 0.0], [0.0, -0.2, 0.2], [0.0, 0.0, -0.1], [0.2, 0.0, 0.4], [-0.3, 0.2, 0.3], [-0.4, 0.3, 0.4], [0.0, -0.2, 0.2], [0.0, 0.1, 0.1], [0.0, 0.0, -0.2], [0.0, -0.1, 0.0], [0.1, 0.1, 0.1], [0.0, -0.1, 0.1], [-0.1, 0.2, -0.1], [0.0, 0.1, 0.3], [0.0, 0.0, -0.1], [0.0, 0.1, 0.0], [0.0, -0.1, -0.1], [0.0, 0.0, 0.1], [-0.1, 0.0, 0.0], [0.0, 0.1, 0.0], [-0.1, -0.1, 0.0], [0.0, -0.1, 0.0], [0.0, 0.0, 0.0], [0.0, 0.0, -0.1], [0.0, 0.1, 0.0], [0.0, 0.0, 0.1], [0.2, 0.1, -0.1], [0.1, 0.2, -0.2], [0.1, -0.1, 0.1], [0.0, 0.2, 0.0], [0.0, 0.0, 0.0], [0.2, -0.2, 0.0], [0.1, -0.1, 0.0], [0.1, 0.0, 0.0], [0.0, 0.0, -0.1], [-0.1, 0.1, 0.1], [0.1, 0.0, 0.1], [-0.1, 0.0, -0.1], [0.0, 0.0, 0.0], [0.0, 0.0, 0.0], [-0.1, 0.2, -0.1], [-0.1, 0.0, 0.1], [-0.2, 0.0, 0.1], [0.4, -0.1, -0.1], [0.0, 0.1, 0.0]]}



Calculated maximum force in order - 4.95; 5.48; 1.77; 2.73; 3.79; 0.80 eV/A
Calculated energy in order - -1822.00566; -385.28954; -3900.22928; -1314.90858; -306.41427; -3202.39574 hartree